Model w:
The following is a quantum chemistry calculation of a structure of composition C5H8OS2, from the Open Molecules 2025 dataset.

Its orbital gap is 8.823 eV.

The geometry in XYZ format:
```
16
C5H8OS2 (the ωB97M-V functional and the def2-TZVPD basis)
C -1.87275 -0.10865 0.08267
C -2.62622 -0.93262 -0.58009
C 0.15703 1.47625 0.40383
C 0.64067 0.22854 -0.11175
C 2.11511 0.04882 0.04822
O 0.12535 -2.31678 -0.14629
S -1.65763 1.61018 0.41614
S -0.03408 -1.22430 0.79166
H -2.22192 -1.92417 -0.57228
H -3.58915 -0.76788 -1.01820
H 0.51895 1.47840 1.49941
H 0.60926 2.40088 -0.08122
H 0.32099 0.14844 -1.07690
H 2.80670 0.69852 -0.49069
H 2.26017 -0.94848 -0.29036
H 2.44752 0.13286 1.12585
```

These are the natural (NBO) partial charges, in e, on atoms 1 to 2: atom 1 (C): -0.26, atom 2 (C): -0.49



Model x:
The following is a quantum chemistry calculation of the molecule C5H8OS2, from the Open Molecules 2025 dataset.

Its orbital gap is 9.164 eV.

The geometry in XYZ format:
```
16
C5H8OS2 (the ωB97M-V functional and the def2-TZVPD basis)
C -0.46882 1.43565 0.92938
C 0.30120 0.70165 -0.15098
C 0.71736 -1.48795 1.15422
C -0.41338 -0.42158 -0.88057
C -0.30851 0.97190 -1.51888
H -0.22143 1.03315 1.92736
H -1.55009 1.31585 0.88354
H -0.25539 2.50548 0.88953
H 1.23359 -2.41533 0.94735
H 0.60370 -1.37080 2.26679
H 0.25709 -1.02084 -1.46626
H 0.32227 0.90012 -2.37782
H -1.79361 2.01136 -0.93221
O -1.23391 1.95908 -1.70432
S 1.77527 -0.10180 0.48800
S -1.00602 -1.51256 0.40558
```

These are the natural (NBO) partial charges, in e, on atoms 1 to 2: atom 1 (C): -0.65, atom 2 (C): -0.23



What should be chosen as the most stable of them? Choose model x.



Model w:
The following is a quantum chemistry calculation of a cluster of 2 separate species, C3H10S2 in total, from the Open Molecules 2025 dataset.

Its orbital gap is 9.710 eV.

The geometry in XYZ format:
```
15
C3H10S2 (the ωB97M-V functional and the def2-TZVPD basis)
C 4.84639 1.87989 -0.13940
S 3.33261 1.58297 -0.84157
H 5.62576 1.61839 -0.85442
H 5.00912 2.92209 0.33961
H 4.76453 1.13480 0.61896
H 3.04224 2.77845 -1.49256
C -2.03882 -2.44654 0.91000
C -3.43123 -2.08429 0.55965
S -3.19402 -0.34511 0.13704
H -1.82945 -2.40414 1.87997
H -1.19611 -1.95827 0.36579
H -1.63556 -3.44736 0.72606
H -3.76048 -2.57560 -0.35720
H -4.10588 -2.34751 1.34435
H -4.38969 0.37905 0.72037
```

These are the natural (NBO) partial charges, in e, on atoms 1 to 2: atom 1 (C): -0.79, atom 2 (S): 0.00



Model x:
The following is a quantum chemistry calculation of a cluster of 2 separate species, C3H10S2 in total, from the Open Molecules 2025 dataset.

Its orbital gap is 9.454 eV.

The geometry in XYZ format:
```
15
C3H10S2 (the ωB97M-V functional and the def2-TZVPD basis)
C -0.65447 2.07768 -0.40129
S -1.53934 3.61845 0.14272
H -1.23134 1.67424 -1.22978
H 0.24265 2.45819 -0.82665
H -0.52347 1.40861 0.43074
H -2.02337 3.10144 1.27017
C -0.23312 -1.84288 -0.95564
S 1.47191 -1.25503 -0.75884
C 1.53900 -1.33296 1.08418
H -0.26849 -2.91835 -0.79810
H -0.50136 -1.61755 -1.97723
H -0.96654 -1.41196 -0.27580
H 1.67807 -0.33218 1.50104
H 0.58982 -1.72498 1.42279
H 2.42004 -1.90272 1.37169
```

These are the natural (NBO) partial charges, in e, on atoms 1 to 2: atom 1 (C): -0.70, atom 2 (S): -0.08



What should be chosen as the most stable of them? Choose model x.



Model w:
The following is a quantum chemistry calculation of a cluster of 2 separate species, C3H3NS2 in total, from the Open Molecules 2025 dataset.

Its orbital gap is 8.366 eV.

The geometry in XYZ format:
```
9
C3H3NS2 (the ωB97M-V functional and the def2-TZVPD basis)
C -1.64292 -0.25706 0.59306
C 1.37022 -0.08209 0.40006
C 1.40487 0.01824 -0.87843
N -1.22223 0.48829 -0.24546
S -2.12030 -1.00999 1.81562
S 1.27931 -0.13776 1.92232
H 1.12484 0.81516 -1.40394
H 1.64384 -0.91154 -1.38798
H -1.83762 1.07675 -0.81526
```

These are the natural (NBO) partial charges, in e, on atoms 1 to 2: atom 1 (C): 0.19, atom 2 (C): -0.05



Model x:
The following is a quantum chemistry calculation of the molecule C3H3NS2, from the Open Molecules 2025 dataset.

Its orbital gap is 7.505 eV.

The geometry in XYZ format:
```
9
C3H3NS2 (the ωB97M-V functional and the def2-TZVPD basis)
C 0.57004 -0.65818 -1.09450
C -0.89279 0.64534 0.87322
C -1.38245 -0.54335 0.53137
N 1.26676 0.28442 -0.60985
S 0.55133 1.44801 0.48036
S -2.10074 -1.85157 0.93408
H 1.00563 -1.34107 -1.93183
H -1.31619 1.37848 1.58394
H 2.29841 0.63791 -0.76677
```

These are the natural (NBO) partial charges, in e, on atoms 1 to 2: atom 1 (C): -0.03, atom 2 (C): -0.63



What should be chosen as the most stable of them? Choose model w.



Model w:
The following is a quantum chemistry calculation of the molecule C3H3NS2, from the Open Molecules 2025 dataset.

Its orbital gap is 8.574 eV.

The geometry in XYZ format:
```
9
C3H3NS2 (the ωB97M-V functional and the def2-TZVPD basis)
C 1.53468 -0.49941 -0.05190
C 0.06410 -0.19601 0.39679
C -0.69138 0.60046 -0.62684
N 2.60680 -0.72330 -0.36926
S -0.16926 0.07044 2.15297
S -0.71084 -1.64745 1.15552
H -0.51500 1.66693 -0.48729
H -1.75862 0.40629 -0.54177
H -0.36049 0.32205 -1.62823
```

These are the natural (NBO) partial charges, in e, on atoms 1 to 2: atom 1 (C): 0.25, atom 2 (C): -0.35



Model x:
The following is a quantum chemistry calculation of the molecule C3H3NS2, from the Open Molecules 2025 dataset.

Its orbital gap (alpha / beta) is 6.614 / 6.603 eV.

The geometry in XYZ format:
```
9
C3H3NS2 (the ωB97M-V functional and the def2-TZVPD basis)
C 3.72130 1.32262 0.18738
C 2.39326 1.14562 0.31596
C -0.13783 -0.25332 0.04794
N 4.79783 1.66933 -0.11059
S 1.94157 -2.59848 -0.16527
S 1.70083 -0.51077 0.04880
H -0.61588 0.36567 -0.59680
H -0.56394 0.16794 0.93061
H -0.62097 -1.27003 -0.03566
```

These are the natural (NBO) partial charges, in e, on atoms 1 to 2: atom 1 (C): 0.06, atom 2 (C): -0.20



What should be chosen as the most stable of them? Choose model w.



Model w:
The following is a quantum chemistry calculation of a structure of composition C15H52O11, from the Open Molecules 2025 dataset.

Its orbital gap is 9.417 eV.

The geometry in XYZ format:
```
78
C15H52O11 (the ωB97M-V functional and the def2-TZVPD basis)
O -1.10019 -2.58179 -2.57857
H -0.28392 -2.50681 -2.08430
H -1.13516 -1.78415 -3.10657
O 1.37742 -2.38126 -2.12235
H 2.05375 -2.74557 -2.69339
H 1.42689 -1.43597 -2.26456
O 2.82145 -2.17793 -0.17954
H 2.35056 -2.78701 0.38924
H 2.17240 -1.90422 -0.82766
O 3.78891 -0.92831 1.18358
H 3.18987 -0.93394 1.93014
H 3.32422 -1.41012 0.49937
O 2.85079 1.07385 -1.03007
H 3.44462 1.34539 -0.33017
H 3.38237 0.50772 -1.58966
O 0.92664 3.09164 1.96572
H 0.10677 3.44689 2.30899
H 0.92696 2.17603 2.24482
C -2.75394 -4.67919 1.14945
C -3.50928 -3.52499 0.60257
C -2.65357 -2.31312 0.25093
O -4.29181 -3.89580 -0.49966
H -2.19396 -5.21525 0.38319
H -3.46593 -5.40485 1.54263
H -2.07844 -4.30984 1.92107
H -4.22581 -3.14209 1.32925
H -3.24473 -1.60010 -0.32372
H -1.79954 -2.62678 -0.34937
H -2.40137 -1.78119 1.16829
H -5.13009 -3.42839 -0.47936
C 0.47813 1.08375 0.38260
C 0.78970 -0.36050 -0.01041
C -0.47217 -1.31705 -0.14765
O 1.52211 -0.29760 -1.22888
H 1.33157 1.74280 0.22324
H 0.14891 1.10116 1.42154
H -0.27542 1.54223 -0.25776
H 1.45125 -0.71089 0.78185
H -1.17265 -0.78510 -0.79143
H -0.90662 -1.61339 0.80709
H -0.18218 -2.29744 -0.52560
H 2.21463 0.35600 -1.10711
C -2.65787 0.49078 0.16368
C -3.41084 0.03265 1.44713
C -2.52377 0.21985 2.71028
O -4.60857 0.78468 1.59006
H -1.64177 0.13660 0.33745
H -2.76918 1.55513 -0.04339
H -3.16756 0.02020 -0.67708
H -3.90210 -0.93360 1.33257
H -3.06560 -0.08290 3.60630
H -2.29070 1.27048 2.88332
H -1.56417 -0.29047 2.62746
H -5.08033 0.41609 2.34052
C -2.32446 1.72050 -1.71707
C -1.45599 1.98614 -2.98159
C 0.01915 1.89269 -2.51676
O -1.82044 1.06364 -3.93515
H -3.40331 1.61794 -1.83396
H -2.08707 2.48300 -0.97523
H -2.03393 0.81232 -1.18897
H -1.62742 3.01709 -3.29121
H 0.19607 2.77638 -1.90366
H 0.65272 1.85157 -3.40276
H 0.24533 0.94887 -2.02064
H -2.72626 1.29442 -4.15385
C 3.16526 2.56549 1.22032
C 4.58390 2.89009 0.68733
C 5.72221 2.74152 1.68859
O 4.88242 1.85730 -0.28532
H 2.78614 3.23701 1.99067
H 3.18396 1.55548 1.62973
H 2.46542 2.53601 0.38519
H 4.57194 3.87508 0.22068
H 5.61192 1.72238 2.05910
H 5.59806 3.33928 2.59157
H 6.69561 2.97513 1.25729
H 4.97805 1.03437 0.19970
```

These are the Löwdin partial charges, in e, on atoms 1 to 2: atom 1 (O): -0.06, atom 2 (H): -0.04



Model x:
The following is a quantum chemistry calculation of a cluster of 11 separate species, C15H52O11 in total, from the Open Molecules 2025 dataset.

Its orbital gap is 9.374 eV.

The geometry in XYZ format:
```
78
C15H52O11 (the ωB97M-V functional and the def2-TZVPD basis)
C -9.11830 -14.28971 -29.30678
C -9.08052 -14.21972 -30.82795
C -10.28031 -15.05224 -31.31104
O -9.26127 -12.87757 -31.29465
H -8.48307 -13.52744 -28.84460
H -8.78752 -15.26314 -28.95166
H -10.11936 -14.08544 -28.92310
H -8.14027 -14.60202 -31.22871
H -10.32804 -15.18405 -32.39105
H -11.21164 -14.61127 -30.96896
H -10.24545 -16.07347 -30.91392
H -9.36500 -12.86797 -32.27002
C -14.44119 -14.95737 -29.85572
C -13.39087 -14.98336 -28.77186
O -13.07640 -16.34003 -28.50805
H -14.80876 -13.96620 -30.11963
H -15.30693 -15.56723 -29.58112
H -14.08428 -15.43779 -30.77037
H -13.78724 -14.46989 -27.88831
H -12.52414 -14.41397 -29.12085
H -12.24036 -16.35868 -28.03037
C -14.73219 -13.61502 -35.35009
C -13.52516 -12.86036 -35.88606
O -13.45262 -11.54209 -35.33228
H -14.75198 -14.61366 -35.80932
H -15.66964 -13.14114 -35.63412
H -14.68547 -13.83126 -34.28300
H -13.58474 -12.77040 -36.96902
H -12.59870 -13.38801 -35.61906
H -13.36775 -11.68731 -34.36616
C -15.47804 -10.85758 -29.22048
O -15.44442 -11.18198 -30.59458
H -16.30826 -10.22131 -28.90058
H -15.49265 -11.77758 -28.62551
H -14.57879 -10.33025 -28.89774
H -16.11598 -11.85510 -30.74838
C -12.25642 -15.60594 -34.68770
O -13.43368 -15.82076 -35.46614
H -12.09388 -14.53435 -34.55990
H -12.40467 -16.09736 -33.72801
H -11.41196 -16.11147 -35.16789
H -13.34857 -15.32709 -36.28604
C -12.68859 -12.79593 -31.98513
O -13.46271 -11.76489 -32.56125
H -11.73559 -12.81997 -32.50307
H -12.64002 -12.70988 -30.89357
H -13.15091 -13.78772 -32.12878
H -14.23011 -11.58618 -31.99323
C -11.61002 -8.99747 -33.69507
O -11.78486 -7.67473 -34.13332
H -10.61763 -9.42532 -33.88744
H -11.78962 -9.08892 -32.61598
H -12.33696 -9.65210 -34.17394
H -11.29797 -7.08649 -33.55275
C -15.65619 -9.02489 -33.98545
O -14.61145 -8.08936 -34.15153
H -16.04176 -9.40257 -34.93045
H -15.29678 -9.89671 -33.42662
H -16.49021 -8.57224 -33.43256
H -14.47718 -7.65305 -33.29125
C -10.52440 -10.54082 -29.22665
O -9.63797 -10.30209 -30.31400
H -11.52935 -10.16254 -29.45927
H -10.52301 -11.60280 -28.98075
H -10.22007 -9.93828 -28.36411
H -9.44774 -11.18828 -30.67671
C -9.48516 -13.61980 -35.33122
O -9.66200 -12.92049 -34.09567
H -10.40058 -13.55094 -35.92524
H -8.70054 -13.16665 -35.94353
H -9.24015 -14.65755 -35.12636
H -9.99983 -12.04933 -34.34662
C -14.17169 -7.91510 -30.71321
O -14.11512 -6.85639 -31.69245
H -15.17416 -7.98443 -30.27772
H -13.90103 -8.85947 -31.17583
H -13.50075 -7.61203 -29.90441
H -14.15523 -6.03685 -31.19462
```

These are the Löwdin partial charges, in e, on atoms 1 to 2: atom 1 (C): -0.05, atom 2 (C): -0.43



What should be chosen as the most stable of them? Choose model x.



Model w:
The following is a quantum chemistry calculation of the ion C7H11N2 with charge +1, from the Open Molecules 2025 dataset.

Its orbital gap is 9.373 eV. Its total charge is +1.

The geometry in XYZ format:
```
20
C7H11N2 (the ωB97M-V functional and the def2-TZVPD basis)
C 1.57567 1.35984 0.11633
C 1.47593 -0.13553 -0.03382
C 0.16037 -0.29618 -0.35374
C -0.96273 -1.23676 -0.12488
C -2.23303 -0.34442 -0.01492
C -0.49455 1.11545 -0.53079
C 2.57395 -1.12584 0.03244
N 0.51491 2.04714 -0.00082
N -1.78421 1.01961 0.35022
H 2.55807 1.80710 0.30472
H -1.06625 -1.90636 -0.90206
H -0.90555 -1.91339 0.80665
H -2.55685 -0.08567 -1.05870
H -2.92977 -0.74825 0.68497
H -0.81585 1.28164 -1.59695
H 3.20567 -0.69428 0.85994
H 3.30014 -1.20316 -0.82883
H 2.16477 -1.93935 0.44227
H -2.27045 1.90928 0.41736
H -1.51024 1.08913 1.43062
```

These are the natural (NBO) partial charges, in e, on atoms 1 to 2: atom 1 (C): 0.15, atom 2 (C): -0.02



Model x:
The following is a quantum chemistry calculation of the ion C7H11N2 with charge +1, from the Open Molecules 2025 dataset.

Its orbital gap is 8.923 eV. Its total charge is +1.

The geometry in XYZ format:
```
20
C7H11N2 (the ωB97M-V functional and the def2-TZVPD basis)
C 0.68028 0.92391 0.15109
C -0.66894 0.94014 -0.14788
C 1.50730 -0.40136 0.06637
C -0.16017 -2.05628 -0.05034
C -2.38090 -0.73277 -0.12118
C -1.50682 2.17707 -0.27069
C 3.04694 -0.38360 0.16624
N 0.87204 -1.45166 -0.02290
N -1.22917 -0.39047 -0.44488
H 1.10971 1.86315 0.42174
H -0.60792 -2.47063 0.95806
H -0.51426 -2.75654 -0.80341
H -2.80451 -1.70402 -0.25431
H -3.02719 -0.01712 0.43606
H -2.54919 1.97323 -0.54846
H -0.79557 2.89695 -0.78150
H -1.61415 2.51802 0.68159
H 3.46335 0.00146 1.11104
H 3.58459 0.41523 -0.50354
H 3.59459 -1.34470 -0.04309
```

These are the natural (NBO) partial charges, in e, on atoms 1 to 2: atom 1 (C): -0.30, atom 2 (C): 0.26



Model y:
The following is a quantum chemistry calculation of the ion C7H11N2 with charge +1, from the Open Molecules 2025 dataset.

Its orbital gap is 9.186 eV. Its total charge is +1.

The geometry in XYZ format:
```
20
C7H11N2 (the ωB97M-V functional and the def2-TZVPD basis)
C 2.41294 -0.50712 -0.00788
C 2.12202 0.86287 0.43684
C 1.42587 -1.25155 -0.52337
C 0.88799 1.42373 0.41936
C 0.03295 -0.80894 -0.56013
C -0.82955 -0.53263 0.70538
C -0.24902 0.58822 -0.07252
N -2.22740 -0.85787 0.56692
N -1.39702 1.22559 -0.75777
H 3.51793 -0.84340 -0.05367
H 2.97085 1.47122 0.67309
H 1.64723 -2.35010 -0.81818
H 0.88442 2.46795 0.92474
H -0.45179 -1.19587 -1.41273
H -0.47275 -0.84824 1.67559
H -2.64131 -1.09856 1.45860
H -2.43957 -1.60188 0.01782
H -1.33108 1.19282 -1.75896
H -1.66119 2.16119 -0.58148
H -2.20152 0.50255 -0.33167
```

These are the natural (NBO) partial charges, in e, on atoms 1 to 2: atom 1 (C): -0.23, atom 2 (C): -0.16



What should be chosen as the most stable of them? Choose model y.